Molecular formula: C19H42N4O34S8
Method: DFT, wB97M-V/def2-TZVPD

Last columns: bonded neighbours and bond lengths (Å).
CARTESIAN COORDINATES (ANGSTROEM)
1 N -1.626 -3.573 -6.775  C2 1.405, H10 1.011, H11 1.010
2 C -2.559 -4.143 -7.656  N1 1.405, O3 1.195, O4 1.372
3 O -3.383 -3.495 -8.231  C2 1.195
4 O -2.464 -5.509 -7.741  C2 1.372, C5 1.430
5 C -2.443 -5.994 -9.085  O4 1.430, C6 1.546, H12 1.091, H13 1.091
6 C -1.000 -6.160 -9.614  C5 1.546, N7 1.454, N8 1.480, N9 1.458
7 N -0.967 -6.370 -11.053  C6 1.454, H14 1.016, H15 1.013
8 N -0.502 -7.412 -9.001  C6 1.480, H16 1.016, H17 1.019
9 N -0.196 -4.984 -9.304  C6 1.458, H18 1.013, H19 1.015
10 H -1.180 -4.313 -6.252  N1 1.011
11 H -0.958 -3.004 -7.276  N1 1.010
12 H -3.017 -5.354 -9.756  C5 1.091
13 H -2.862 -7.001 -9.050  C5 1.091
14 H -1.286 -5.504 -11.477  N7 1.016
15 H -1.624 -7.101 -11.299  N7 1.013
16 H 0.488 -7.493 -9.215  N8 1.016
17 H -0.541 -7.255 -7.996  N8 1.019
18 H 0.694 -5.057 -9.782  N9 1.013
19 H 0.003 -5.047 -8.311  N9 1.015
20 O 0.965 -1.906 -12.625  S21 1.418
21 S 1.621 -3.103 -12.241  O20 1.418, O22 1.419, O23 1.608, O26 1.605
22 O 1.763 -3.480 -10.881  S21 1.419
23 O 3.062 -3.139 -12.954  S21 1.608, C24 1.433
24 C 3.187 -4.322 -13.753  O23 1.433, C25 1.515, H27 1.092, H28 1.087
25 C 1.770 -4.644 -14.184  C24 1.515, O26 1.431, H29 1.086, H30 1.092
26 O 0.972 -4.337 -13.037  S21 1.605, C25 1.431
27 H 3.605 -5.116 -13.131  C24 1.092
28 H 3.847 -4.134 -14.596  C24 1.087
29 H 1.642 -5.687 -14.461  C25 1.086
30 H 1.448 -4.005 -15.009  C25 1.092
31 O 0.612 -5.944 -4.188  S32 1.421
32 S 0.577 -4.543 -3.951  O31 1.421, O33 1.421, O34 1.604, O37 1.600
33 O 0.693 -3.600 -5.007  S32 1.421
34 O 1.657 -4.193 -2.819  S32 1.604, C35 1.437
35 C 1.016 -3.546 -1.708  O34 1.437, C36 1.512, H38 1.092, H39 1.086
36 C -0.394 -4.092 -1.710  C35 1.512, O37 1.439, H40 1.079, H41 1.092
37 O -0.735 -4.194 -3.104  S32 1.600, C36 1.439
38 H 1.026 -2.468 -1.884  C35 1.092
39 H 1.547 -3.768 -0.787  C35 1.086
40 H -1.092 -3.446 -1.200  C36 1.079
41 H -0.435 -5.093 -1.275  C36 1.092
42 O -0.655 -2.647 0.772  S43 1.426
43 S -0.277 -1.802 1.857  O42 1.426, O44 1.420, O45 1.593, O48 1.597
44 O -0.811 -1.993 3.159  S43 1.420
45 O -0.502 -0.288 1.415  S43 1.593, C46 1.443
46 C 0.734 0.448 1.526  O45 1.443, C47 1.514, H49 1.088, H50 1.083
47 C 1.818 -0.584 1.289  C46 1.514, O48 1.447, H51 1.085, H52 1.087
48 O 1.317 -1.767 1.955  S43 1.597, C47 1.447
49 H 0.794 0.864 2.530  C46 1.088
50 H 0.758 1.248 0.798  C46 1.083
51 H 2.775 -0.293 1.709  C47 1.085
52 H 1.939 -0.812 0.234  C47 1.087
53 O -0.090 1.756 4.150  S54 1.421
54 S -0.451 3.106 4.406  O53 1.421, O55 1.420, O56 1.599, O59 1.604
55 O 0.478 4.045 4.928  S54 1.420
56 O -1.768 3.106 5.315  S54 1.599, C57 1.434
57 C -2.822 3.828 4.663  O56 1.434, C58 1.515, H60 1.092, H61 1.086
58 C -2.543 3.654 3.184  C57 1.515, O59 1.437, H62 1.086, H63 1.092
59 O -1.112 3.726 3.082  S54 1.604, C58 1.437
60 H -2.758 4.876 4.962  C57 1.092
61 H -3.787 3.424 4.957  C57 1.086
62 H -3.001 4.429 2.576  C58 1.086
63 H -2.864 2.673 2.830  C58 1.092
64 O 5.055 0.913 -1.272  S65 1.417
65 S 4.075 1.667 -0.581  O64 1.417, O66 1.424, O67 1.601, O70 1.605
66 O 2.714 1.249 -0.525  S65 1.424
67 O 4.143 3.185 -1.084  S65 1.601, C68 1.436
68 C 4.377 4.065 0.026  O67 1.436, C69 1.515, H71 1.092, H72 1.086
69 C 5.159 3.229 1.019  C68 1.515, O70 1.437, H73 1.086, H74 1.092
70 O 4.567 1.924 0.925  S65 1.605, C69 1.437
71 H 3.411 4.370 0.434  C68 1.092
72 H 4.924 4.943 -0.304  C68 1.086
73 H 5.083 3.604 2.035  C69 1.086
74 H 6.210 3.150 0.736  C69 1.092
75 O -4.234 -0.712 7.325  S76 1.421
76 S -3.672 -1.984 7.618  O75 1.421, O77 1.419, O78 1.604, O81 1.606
77 O -3.641 -2.500 8.940  S76 1.419
78 O -2.197 -2.037 6.991  S76 1.604, C79 1.435
79 C -2.088 -3.137 6.075  O78 1.435, C80 1.513, H82 1.092, H83 1.085
80 C -3.488 -3.322 5.533  C79 1.513, O81 1.435, H84 1.086, H85 1.092
81 O -4.343 -3.085 6.661  S76 1.606, C80 1.435
82 H -1.756 -4.017 6.632  C79 1.092
83 H -1.372 -2.909 5.293  C79 1.085
84 H -3.657 -4.319 5.136  C80 1.086
85 H -3.718 -2.580 4.765  C80 1.092
86 O 0.771 10.385 7.560  S87 1.421
87 S 1.050 9.351 6.626  O86 1.421, O88 1.420, O89 1.606, O92 1.605
88 O 1.539 9.636 5.323  S87 1.420
89 O -0.248 8.414 6.507  S87 1.606, C90 1.435
90 C 0.095 7.060 6.838  O89 1.435, C91 1.518, H93 1.092, H94 1.082
91 C 1.255 7.176 7.810  C90 1.518, O92 1.439, H95 1.088, H96 1.078
92 O 2.031 8.277 7.304  S87 1.605, C91 1.439
93 H 0.411 6.549 5.925  C90 1.092
94 H -0.759 6.549 7.263  C90 1.082
95 H 1.854 6.269 7.844  C91 1.088
96 H 0.929 7.429 8.806  C91 1.078
97 O -1.127 4.897 10.158  S98 1.419
98 S -1.164 6.285 10.448  O97 1.419, O99 1.423, O100 1.603, O103 1.602
99 O -1.047 7.259 9.417  S98 1.423
100 O -0.078 6.595 11.585  S98 1.603, C101 1.435
101 C -0.709 7.211 12.717  O100 1.435, C102 1.515, H104 1.092, H105 1.086
102 C -2.124 6.668 12.704  C101 1.515, O103 1.435, H106 1.086, H107 1.092
103 O -2.471 6.615 11.313  S98 1.602, C102 1.435
104 H -0.695 8.293 12.574  C101 1.092
105 H -0.172 6.958 13.627  C101 1.086
106 H -2.822 7.304 13.240  C102 1.086
107 H -2.168 5.655 13.109  C102 1.092

calculated total energy	-182634.695	eV
E_LUMO	0.01	eV
structure (SMILES)	NC(=O)OCC(N)(N)N.O=S1(=O)OCCO1.O=S1(=O)OCCO1.O=S1(=O)OCCO1.O=S1(=O)OCCO1.O=S1(=O)OCCO1.O=S1(=O)OCCO1.O=S1(=O)OCCO1.O=S1(=O)OCCO1
orbital gap	8.767	eV